{"formula": "C30H89N15O13", "method": "ωB97M-V with the def2-TZVPD basis set", "symbols": ["H", "C", "H", "H", "C", "H", "H", "N", "H", "C", "C", "H", "N", "H", "C", "H", "H", "O", "H", "C", "C", "O", "H", "H", "H", "C", "C", "O", "H", "C", "H", "H", "N", "H", "O", "H", "H", "N", "H", "O", "H", "H", "H", "H", "C", "H", "H", "H", "C", "N", "H", "C", "H", "H", "H", "H", "H", "H", "H", "O", "H", "H", "H", "O", "N", "H", "N", "H", "C", "H", "C", "C", "C", "H", "H", "H", "O", "H", "H", "O", "H", "H", "O", "H", "H", "C", "H", "H", "H", "H", "H", "H", "H", "N", "H", "H", "N", "C", "H", "H", "C", "H", "H", "H", "H", "H", "H", "C", "H", "O", "N", "H", "N", "H", "H", "C", "H", "H", "H", "O", "C", "H", "H", "H", "C", "H", "N", "H", "H", "H", "C", "N", "C", "N", "H", "N", "H", "H", "C", "C", "H", "O", "H", "H", "C", "C", "H"], "xyz": [[5.83, 0.81, -3.97], [2.70, -2.54, 1.90], [-2.22, -3.70, 0.49], [5.33, 1.57, 0.85], [4.31, 3.32, 1.18], [-3.44, 3.60, 2.16], [0.62, -2.60, -3.08], [-4.23, 0.61, 0.79], [-2.61, 5.90, -3.82], [4.10, -1.54, -2.40], [4.26, 2.39, -3.88], [-0.33, -5.99, -2.41], [4.47, 2.03, 0.66], [-3.73, -2.28, 4.21], [-0.76, -4.02, -2.17], [2.42, 3.68, 0.42], [3.67, 2.49, 3.56], [5.08, 3.73, 2.04], [-0.37, -3.76, -1.16], [-5.72, 2.47, 1.04], [-0.52, -1.33, 1.21], [1.70, 0.23, -4.14], [-1.83, -5.67, -1.74], [3.92, 0.29, 3.64], [-3.06, 3.33, -3.05], [0.39, -3.66, -3.17], [0.57, 1.23, 0.33], [0.22, -4.65, 0.98], [-2.43, 2.19, 2.05], [3.41, 0.82, 4.46], [5.25, 1.49, 5.28], [1.63, -0.21, 3.89], [3.31, 4.04, 0.75], [-6.71, 5.38, 1.92], [-6.10, 3.49, 1.90], [4.29, 3.60, -2.14], [-3.08, 2.88, 0.52], [3.36, -0.61, -1.80], [-3.52, -2.63, 1.11], [3.30, -1.46, 1.97], [0.04, 5.65, -2.66], [1.39, 2.23, -5.66], [1.62, 0.42, 5.59], [-2.14, -2.75, 3.63], [-1.98, -3.18, -2.49], [3.83, 1.45, 6.42], [-3.05, 0.14, 3.89], [2.03, -3.97, 0.67], [-4.48, 1.79, 1.60], [0.56, 1.65, -5.59], [-1.43, -0.03, -4.90], [-2.01, -0.04, 4.20], [1.47, 2.11, 2.13], [-2.25, -3.38, -3.54], [-0.53, -1.09, -4.02], [-1.51, 4.55, -1.28], [2.94, 0.04, -2.44], [4.65, -0.01, 5.93], [3.16, 4.84, 1.33], [-3.44, -5.66, 0.30], [-0.19, -1.97, 0.38], [3.64, 1.59, -3.48], [-1.32, -0.23, 3.38], [4.47, -2.56, -1.79], [-1.14, -5.37, -2.43], [1.42, 0.51, 0.37], [-0.78, -6.75, 0.82], [-0.29, 1.72, -6.13], [4.35, 0.98, 5.61], [0.29, -0.96, 1.83], [5.73, 1.87, -3.70], [-2.70, -2.48, 4.54], [0.33, -5.89, 1.03], [-0.30, 4.79, -4.17], [-3.25, 0.27, 0.82], [-2.66, -0.05, -2.23], [-1.36, -0.29, 0.74], [-6.99, 4.52, 0.40], [1.30, -4.20, -3.00], [-0.67, -1.66, 5.36], [1.58, -7.53, 1.10], [-5.44, 2.88, 0.05], [-2.20, 3.20, -2.66], [4.11, 3.36, -5.63], [-0.06, -1.00, 5.74], [2.23, -0.01, 4.78], [-5.84, -3.80, 1.17], [-0.18, 2.60, 1.91], [-4.38, 0.82, -0.19], [-4.73, 1.55, 2.62], [-2.80, -3.63, -1.88], [-3.55, 5.58, -2.32], [-5.77, -5.48, 1.10], [1.52, -6.54, 1.21], [2.96, 3.97, -3.26], [-0.87, -7.63, 1.29], [2.85, -3.36, 0.84], [0.66, 0.51, -4.76], [6.48, 2.54, -4.17], [0.07, -3.87, -4.17], [-2.00, -1.22, 5.13], [-5.33, 5.16, 0.96], [5.94, 2.01, -2.64], [-2.52, -1.04, 6.06], [2.82, -0.84, -1.00], [0.50, 3.95, -2.79], [-2.09, 6.49, -2.28], [-6.30, 4.69, 1.22], [-1.44, 1.33, -0.49], [2.97, 2.12, 4.06], [1.92, -3.05, 2.89], [0.42, 3.11, -0.53], [4.51, -1.32, -3.66], [3.98, -0.77, -4.30], [2.39, -6.06, 1.37], [-0.25, 4.67, -3.09], [1.81, -2.41, 3.66], [-1.20, -1.95, 1.83], [3.83, 1.60, 0.01], [3.90, 2.48, -5.29], [-1.63, 4.43, -2.38], [4.93, -2.12, -4.07], [2.45, -1.04, 5.10], [0.98, 1.95, -1.49], [0.52, 1.78, 1.70], [1.12, -3.58, 2.61], [-5.27, -4.61, 1.00], [-1.61, 0.83, 4.72], [-3.66, -1.23, -1.39], [-0.49, 0.01, -1.12], [-2.97, -1.08, -2.23], [1.04, 2.28, -0.54], [-2.54, 5.63, -2.77], [-0.49, -0.34, -4.72], [-1.67, -6.26, 0.74], [-3.20, -3.49, 0.71], [3.39, -2.97, 0.06], [-6.45, 1.68, 0.81], [-3.29, 2.72, 1.57], [4.02, 3.72, -3.21], [0.14, 1.03, 2.37], [-1.79, -1.81, -2.14], [4.63, 4.57, -3.57], [-2.67, -3.35, 5.20], [-3.98, -4.62, 0.67], [-0.71, 0.56, -0.20], [-3.56, -1.37, -3.08]], "total_charge": 0, "mol_weight_g_mol": 868.134, "largest_force_ev_per_a": 3.86, "total_energy_ha": -2996.08458, "lumo_energy_ev": 0.09, "e_homo_ev": -9.1}

---

{"formula": "C38H58AlF15NO18S", "method": "ωB97M-V with the def2-TZVPD basis set", "symbols": ["H", "H", "H", "H", "H", "H", "C", "H", "H", "H", "C", "H", "O", "O", "C", "C", "F", "S", "O", "F", "C", "C", "H", "H", "F", "F", "C", "C", "H", "C", "H", "H", "F", "O", "C", "C", "C", "H", "H", "H", "H", "H", "C", "C", "O", "H", "O", "O", "H", "H", "C", "H", "H", "H", "H", "H", "F", "N", "C", "C", "H", "H", "H", "H", "H", "F", "F", "C", "H", "C", "F", "O", "H", "H", "C", "H", "H", "C", "H", "C", "O", "O", "F", "H", "C", "H", "H", "O", "H", "O", "C", "H", "O", "H", "C", "H", "C", "C", "C", "C", "O", "O", "C", "C", "F", "C", "H", "C", "O", "H", "H", "H", "C", "F", "H", "H", "O", "C", "H", "C", "H", "H", "C", "H", "F", "F", "H", "O", "F", "C", "H", "Al"], "xyz": [[5.96, -1.12, 0.56], [2.44, -1.99, -4.97], [-6.82, 0.13, -1.65], [-7.42, 0.17, 3.49], [-0.82, 3.44, -1.02], [0.32, 6.70, 4.69], [-0.16, -5.34, 0.06], [0.60, -5.30, 0.84], [-4.51, 1.63, 0.70], [-7.92, 1.53, -1.68], [-0.47, -1.74, -4.64], [0.72, 7.04, 2.98], [-2.22, -5.13, 1.04], [-10.99, -1.36, 1.77], [0.45, 4.03, 3.82], [3.73, 2.99, -2.17], [3.97, 1.80, -2.73], [4.51, 4.34, -3.28], [5.36, 4.48, 7.93], [4.82, 3.31, -4.46], [5.21, 2.78, 6.40], [0.71, 6.28, 3.75], [-0.66, 1.74, -1.39], [3.86, -3.34, -3.81], [5.15, 5.50, -4.15], [4.41, 3.06, -1.02], [4.36, -7.57, -4.51], [1.33, 2.49, -2.98], [-0.57, 2.64, -3.91], [-5.94, 1.96, -0.87], [4.32, 4.73, 6.16], [2.70, 5.57, 3.12], [2.73, 6.17, 5.03], [4.22, -9.06, -2.78], [4.31, -9.05, -4.20], [0.71, -2.00, -3.69], [4.45, 3.98, 6.94], [-0.06, 4.12, -3.14], [4.12, -2.89, 0.30], [1.32, 1.41, -2.83], [-3.59, 3.57, 5.60], [5.14, -0.18, -0.67], [3.73, -7.86, -2.36], [-8.42, -0.19, 3.69], [-0.04, 2.96, 3.75], [1.74, -3.54, -1.64], [-0.11, 5.17, 3.36], [7.59, 4.40, 8.20], [4.28, 0.68, 1.43], [1.43, -3.39, -5.14], [-1.40, -6.13, 0.44], [-1.89, -6.52, -0.45], [-6.56, 2.51, -0.15], [-0.83, 0.39, -4.51], [-4.36, 0.76, -3.65], [2.68, -4.63, -3.73], [4.21, 5.41, -2.14], [-4.13, 0.19, -0.82], [-1.81, -0.50, -2.80], [2.75, -3.38, -2.01], [1.06, -1.04, -3.31], [-1.21, -6.93, 1.15], [3.36, -4.18, -1.56], [-5.36, 2.72, -1.41], [-5.75, 0.41, 0.52], [-8.45, -1.90, 5.37], [3.10, 4.66, -3.96], [-4.94, 1.92, 3.76], [-2.55, 0.82, 4.74], [4.05, -0.36, 1.20], [5.01, 2.59, 5.08], [6.56, 3.16, 6.61], [-2.21, 3.23, 4.52], [1.81, 2.67, -3.94], [-2.48, 2.68, -2.22], [-0.10, -1.65, -5.66], [5.02, 1.85, 6.92], [1.87, -2.72, -4.40], [5.28, -2.73, -1.02], [4.98, -0.92, 0.12], [1.67, 4.30, 4.36], [-4.58, 1.10, 4.80], [0.42, -5.81, -1.07], [-3.05, 3.33, -1.54], [2.83, -3.57, -3.52], [3.63, -1.41, -2.33], [-2.25, -0.59, -4.89], [-4.09, 2.97, 3.69], [-0.94, -0.36, -2.14], [-9.25, -0.13, 2.52], [-5.05, 1.04, -0.06], [-1.12, -2.63, -4.60], [-9.74, -2.05, 3.52], [-7.71, -2.27, 3.56], [-3.28, 1.47, 5.23], [-2.57, 3.17, -3.20], [2.19, 3.09, -1.89], [-8.48, -1.67, 4.03], [-10.08, -1.19, 2.52], [-1.83, -3.91, 0.58], [-2.38, -2.90, 0.80], [3.43, -7.60, -1.25], [3.30, -2.03, -1.49], [-1.36, -0.55, -4.26], [3.74, -7.26, -5.67], [-6.88, 1.20, -1.82], [3.41, -9.49, -4.63], [4.45, -2.22, -0.50], [-0.68, -4.05, -0.16], [4.15, -0.95, 2.12], [-6.63, 1.38, -2.87], [-8.88, 0.40, 4.48], [-0.99, 2.70, -1.81], [-3.18, 1.31, 6.57], [5.18, -9.60, -4.53], [-2.24, -1.48, -2.52], [-5.83, 1.72, 3.02], [-3.21, 2.93, 4.81], [3.01, -0.41, 0.88], [-0.10, 3.04, -3.01], [5.36, -7.14, -4.52], [3.50, 3.73, 7.39], [6.61, 4.05, 7.64], [0.35, -2.60, -2.85], [5.95, 4.05, -2.67], [2.04, 2.41, -0.71], [2.50, -1.48, -0.99], [3.64, -7.01, -3.42], [1.89, 4.39, -1.62], [2.05, 5.61, 3.99], [-3.33, 0.03, -0.20], [-3.31, 0.83, -2.41]], "total_charge": -1, "mol_weight_g_mol": 1160.890, "largest_force_ev_per_a": 0.96, "total_energy_ha": -5030.53459, "lumo_energy_ev": 1.56, "e_homo_ev": -4.0}

---

{"formula": "C4H10NO", "method": "ωB97M-V with the def2-TZVPD basis set", "symbols": ["H", "C", "H", "H", "H", "H", "C", "N", "H", "H", "H", "H", "C", "C", "H", "O"], "xyz": [[2.09, 0.18, -1.65], [0.16, -1.40, -0.38], [1.51, 1.72, -1.07], [-0.37, -1.81, 0.48], [-1.70, 1.24, 2.06], [1.38, 0.08, 0.74], [1.19, 0.70, -1.28], [-0.46, 0.90, 0.45], [-0.55, -1.35, -1.20], [0.49, 0.74, -2.09], [-1.07, 1.17, -0.31], [1.04, -2.03, -0.57], [-1.28, 0.37, 1.51], [0.62, 0.03, -0.05], [-0.67, -0.20, 2.22], [-2.38, -0.32, 1.17]], "s2": 0.7541, "multiplicity": 2, "total_charge": 0, "mol_weight_g_mol": 88.130, "largest_force_ev_per_a": 1.16, "total_energy_ha": -288.31764, "lumo_energy_ev": [1.13, -1.39], "e_homo_ev": [-9.3, -9.2], "relative_energy_kj_mol": 24.6}

---

{"formula": "C2H8OS", "method": "ωB97M-V with the def2-TZVPD basis set", "symbols": ["H", "H", "H", "C", "S", "C", "H", "H", "H", "H", "O", "H"], "xyz": [[-0.03, 0.96, 2.63], [-1.20, -3.09, -1.91], [-0.11, 3.65, 1.76], [-0.80, 1.67, 2.34], [0.10, -3.07, -2.18], [-0.25, 2.65, 1.32], [-0.93, 2.73, 0.49], [1.69, 2.34, 1.39], [0.21, -4.39, -2.29], [-1.14, 2.19, 3.23], [0.99, 2.22, 0.74], [-1.60, 1.07, 1.91]], "total_charge": 0, "mol_weight_g_mol": 80.152, "largest_force_ev_per_a": 0.48, "total_energy_ha": -554.39433, "lumo_energy_ev": 0.90, "e_homo_ev": -9.7, "relative_energy_kj_mol": 61.8}

---

{"formula": "C28H27N2OPPm", "method": "ωB97M-V with the def2-TZVPD basis set", "symbols": ["C", "H", "H", "H", "H", "H", "O", "H", "Pm", "C", "H", "H", "C", "H", "C", "C", "H", "C", "H", "H", "H", "H", "H", "C", "H", "C", "C", "H", "C", "H", "H", "C", "C", "C", "P", "H", "C", "H", "H", "C", "C", "H", "C", "H", "N", "C", "N", "C", "C", "C", "C", "C", "H", "C", "H", "C", "H", "C", "C", "C"], "xyz": [[4.33, 2.07, 0.23], [4.29, 3.91, -2.58], [0.60, -2.36, -0.01], [5.17, 2.58, 0.72], [-3.30, 5.11, 1.45], [0.58, 4.22, 0.10], [2.72, 2.47, -1.51], [-0.84, 0.56, 2.71], [1.25, 1.12, -0.17], [-3.45, -4.78, -0.54], [-2.97, -1.82, -2.15], [-2.25, -2.83, 1.96], [2.97, -2.45, -3.76], [-4.18, -0.58, 1.13], [3.85, 2.74, -0.99], [2.05, -1.08, 2.82], [3.51, -3.27, -3.33], [-2.57, 4.38, 1.19], [2.62, -2.62, 1.45], [-3.80, -4.01, -2.59], [-4.84, 3.54, 2.09], [4.68, 1.10, -0.06], [-5.53, 1.20, 2.25], [1.83, -3.10, -4.61], [3.41, 1.28, 1.93], [-2.53, -3.12, 0.96], [-4.63, 1.44, 1.69], [5.50, 3.97, -1.39], [1.87, -1.92, 1.70], [-3.87, -5.77, -0.69], [1.28, -3.83, -4.09], [-2.55, 0.68, 0.72], [-0.05, -0.14, 2.41], [-2.01, 2.05, 0.90], [-1.48, -0.61, -0.01], [1.13, 0.46, 4.10], [-0.20, -0.89, 1.25], [2.93, -1.23, 3.45], [3.65, -1.94, -4.52], [-3.83, 0.41, 1.17], [-1.30, 4.75, 0.79], [2.82, 2.87, 1.63], [1.07, -0.19, 3.19], [-1.06, 5.83, 0.75], [4.55, 3.68, -1.63], [0.74, -1.82, 0.92], [2.07, -0.60, -2.12], [-0.68, 2.46, 0.51], [2.47, -1.46, -2.80], [-2.95, 3.03, 1.26], [-4.24, 2.73, 1.75], [-3.37, -3.82, -1.56], [1.11, -2.34, -5.03], [-0.36, 3.80, 0.46], [-3.23, -5.09, 1.55], [-3.07, -4.38, 0.72], [2.27, -3.61, -5.47], [-2.40, -2.22, -0.10], [-2.88, -2.55, -1.36], [3.10, 1.97, 1.16]], "s2": 6.0085, "multiplicity": 5, "total_charge": 1, "mol_weight_g_mol": 583.511, "largest_force_ev_per_a": 2.69, "total_energy_ha": -2217.41974, "lumo_energy_ev": [-2.30, -2.24], "e_homo_ev": [-10.0, -10.0]}

---

{"formula": "C4H7NO2", "method": "ωB97M-V with the def2-TZVPD basis set", "symbols": ["C", "O", "C", "H", "H", "O", "N", "C", "H", "H", "C", "H", "H", "H"], "xyz": [[-0.95, -1.41, 0.15], [1.34, -1.42, -1.58], [0.84, -0.35, -1.30], [-1.88, -1.14, -0.39], [1.40, 0.36, 1.73], [-0.82, 2.12, 0.05], [-0.42, 0.92, 0.66], [0.00, -0.23, -0.08], [1.61, 1.35, 0.21], [1.10, 0.57, -1.86], [0.96, 0.67, 0.79], [-1.38, 2.46, 0.76], [-1.23, -1.54, 1.20], [-0.58, -2.34, -0.28]], "total_charge": 0, "mol_weight_g_mol": 101.105, "largest_force_ev_per_a": 0.68, "total_energy_ha": -361.71426, "lumo_energy_ev": 0.86, "e_homo_ev": -9.5, "relative_energy_kj_mol": 437.4}

---

Repeat the third record exactly.
{"formula": "C4H10NO", "method": "ωB97M-V with the def2-TZVPD basis set", "symbols": ["H", "C", "H", "H", "H", "H", "C", "N", "H", "H", "H", "H", "C", "C", "H", "O"], "xyz": [[2.09, 0.18, -1.65], [0.16, -1.40, -0.38], [1.51, 1.72, -1.07], [-0.37, -1.81, 0.48], [-1.70, 1.24, 2.06], [1.38, 0.08, 0.74], [1.19, 0.70, -1.28], [-0.46, 0.90, 0.45], [-0.55, -1.35, -1.20], [0.49, 0.74, -2.09], [-1.07, 1.17, -0.31], [1.04, -2.03, -0.57], [-1.28, 0.37, 1.51], [0.62, 0.03, -0.05], [-0.67, -0.20, 2.22], [-2.38, -0.32, 1.17]], "s2": 0.7541, "multiplicity": 2, "total_charge": 0, "mol_weight_g_mol": 88.130, "largest_force_ev_per_a": 1.16, "total_energy_ha": -288.31764, "lumo_energy_ev": [1.13, -1.39], "e_homo_ev": [-9.3, -9.2], "relative_energy_kj_mol": 24.6}